1.
{
  "formula": "C31H36BrCaN2O4S2Sb",
  "method": "ωB97M-V with the def2-TZVPD basis set",
  "molar_mass_g_mol": 806.52,
  "e_above_lowest_kcal_mol": 12.0,
  "lumo_energy_ev": -0.16,
  "homo_lumo_gap_ha": 0.281,
  "elements": ["Ca", "C", "C", "O", "C", "C", "C", "C", "C", "C", "O", "H", "H", "H", "H", "H", "H", "H", "S", "C", "N", "C", "C", "C", "C", "H", "H", "H", "H", "H", "C", "C", "Sb", "C", "C", "C", "C", "H", "H", "H", "H", "H", "H", "H", "H", "H", "H", "H", "H", "H", "H", "H", "Br", "C", "C", "C", "C", "C", "C", "C", "O", "O", "H", "H", "H", "H", "S", "C", "N", "C", "C", "C", "C", "H", "H", "H", "H", "H"],
  "xyz": [[-0.19, -0.03, 0.10], [3.33, 1.83, -2.14], [2.49, 1.42, -0.95], [1.53, 0.67, -1.20], [2.82, 1.92, 0.37], [3.77, 2.96, 0.49], [4.11, 3.53, 1.69], [3.50, 3.04, 2.85], [2.59, 2.01, 2.79], [2.21, 1.40, 1.56], [1.38, 0.41, 1.59], [2.97, 1.30, -3.01], [4.38, 1.61, -1.97], [3.24, 2.91, -2.32], [4.24, 3.35, -0.41], [4.83, 4.33, 1.74], [3.74, 3.47, 3.82], [2.12, 1.62, 3.69], [-2.08, -1.56, 1.90], [-1.05, -2.22, 3.05], [-1.36, -3.44, 3.59], [-0.63, -4.08, 4.54], [0.50, -3.51, 5.02], [0.89, -2.26, 4.50], [0.14, -1.63, 3.55], [-2.20, -3.87, 3.23], [-1.00, -5.04, 4.86], [1.09, -4.02, 5.78], [1.79, -1.79, 4.86], [0.44, -0.68, 3.13], [3.94, -2.46, 2.19], [2.98, -3.59, 1.79], [1.53, -2.93, 0.34], [2.90, -2.90, -1.33], [2.18, -2.70, -2.66], [0.67, -4.88, -0.03], [-0.73, -4.80, -0.65], [4.65, -2.79, 2.94], [3.39, -1.60, 2.59], [4.51, -2.10, 1.33], [2.43, -3.96, 2.66], [3.52, -4.44, 1.36], [3.45, -3.84, -1.31], [3.62, -2.10, -1.15], [1.43, -3.48, -2.84], [2.88, -2.72, -3.50], [1.65, -1.74, -2.68], [0.64, -5.40, 0.93], [1.36, -5.44, -0.68], [-1.40, -4.20, -0.04], [-1.17, -5.79, -0.77], [-0.71, -4.33, -1.64], [-3.31, 6.92, 3.41], [-2.29, 5.36, 3.01], [-1.18, 5.07, 3.78], [-0.44, 3.93, 3.48], [-0.81, 3.11, 2.42], [-1.93, 3.43, 1.66], [-2.68, 4.56, 1.96], [-2.36, 2.56, 0.49], [-3.45, 2.82, -0.03], [-1.55, 1.63, 0.12], [-0.90, 5.71, 4.60], [0.43, 3.69, 4.07], [-0.23, 2.23, 2.18], [-3.55, 4.78, 1.36], [-1.57, -1.48, -1.99], [-1.98, -0.06, -2.84], [-2.91, 0.80, -2.34], [-3.29, 1.95, -2.94], [-2.77, 2.29, -4.15], [-1.81, 1.45, -4.72], [-1.42, 0.30, -4.08], [-3.24, 0.60, -1.41], [-3.98, 2.56, -2.39], [-3.08, 3.21, -4.63], [-1.37, 1.71, -5.67], [-0.67, -0.36, -4.50]],
  "mulliken_charge": [1.371, -2.023, 0.998, -0.104, 0.217, -0.872, -0.950, -0.543, -0.800, 0.088, 0.359, 0.300, 0.445, 0.454, 0.372, 0.388, 0.450, 0.553, -0.291, 0.029, 0.053, -0.351, -0.698, -0.082, 0.159, 0.261, 0.407, 0.425, 0.390, -0.101, -0.990, -0.900, 0.375, -0.886, -0.979, -0.947, -0.877, 0.399, 0.057, 0.316, 0.448, 0.513, 0.546, 0.383, 0.283, 0.399, 0.112, 0.479, 0.528, 0.184, 0.388, 0.159, -0.219, 0.059, -0.498, -0.590, 0.249, -0.107, -0.538, 0.144, -0.736, -0.707, 0.402, 0.363, 0.508, 0.557, -0.299, 0.360, 0.045, -0.270, -0.717, -0.177, -0.728, 0.321, 0.478, 0.417, 0.386, 0.403]
}

2.
{
  "formula": "C31H36Cl2F4GaN2",
  "method": "ωB97M-V with the def2-TZVPD basis set",
  "total_charge": -1,
  "molar_mass_g_mol": 653.26,
  "lumo_energy_ev": 2.43,
  "homo_lumo_gap_ha": 0.255,
  "elements": ["C", "C", "C", "N", "Ga", "C", "N", "C", "Cl", "C", "C", "Cl", "H", "H", "H", "H", "H", "H", "H", "H", "H", "H", "H", "H", "H", "H", "H", "H", "F", "C", "C", "C", "C", "C", "C", "H", "H", "H", "H", "H", "F", "C", "C", "C", "C", "C", "C", "H", "H", "H", "H", "H", "F", "C", "C", "C", "C", "C", "C", "H", "H", "H", "H", "H", "F", "C", "C", "C", "C", "C", "C", "H", "H", "H", "H", "H"],
  "xyz": [[2.95, 1.97, 1.59], [3.50, 0.95, 0.42], [2.64, 1.29, -0.95], [1.94, 0.10, -1.56], [0.48, -0.58, -0.46], [1.03, -1.22, 1.42], [1.89, -2.48, 1.43], [-1.12, 0.70, -0.24], [-2.34, 0.27, 1.14], [-1.42, 1.91, -1.05], [-2.72, 2.91, -0.82], [-0.28, 2.39, -2.47], [1.76, 1.99, 1.47], [3.31, 3.09, 1.38], [3.20, 1.64, 2.68], [3.52, -0.18, 0.72], [4.64, 1.26, 0.23], [1.96, 2.21, -0.73], [3.44, 1.65, -1.75], [2.59, -0.68, -1.80], [-0.09, -1.89, -1.24], [0.02, -1.49, 1.99], [1.55, -0.40, 2.07], [2.09, -2.66, 2.45], [2.80, -2.26, 0.96], [-3.11, 3.27, -1.86], [-2.35, 3.84, -0.18], [-3.60, 2.43, -0.21], [-0.08, -4.75, -0.59], [-0.29, -5.47, 0.53], [0.27, -5.04, 1.73], [0.05, -5.78, 2.89], [-0.72, -6.94, 2.83], [-1.27, -7.37, 1.62], [-1.06, -6.62, 0.47], [0.88, -4.14, 1.75], [0.48, -5.45, 3.83], [-0.89, -7.52, 3.74], [-1.87, -8.28, 1.58], [-1.49, -6.93, -0.48], [-3.04, 3.84, -7.33], [-2.67, 4.61, -6.29], [-1.93, 4.05, -5.26], [-1.54, 4.85, -4.18], [-1.91, 6.20, -4.15], [-2.66, 6.75, -5.19], [-3.04, 5.95, -6.27], [-1.66, 3.00, -5.30], [-0.96, 4.43, -3.37], [-1.61, 6.82, -3.31], [-2.94, 7.80, -5.16], [-3.61, 6.37, -7.09], [-5.38, -7.53, -0.26], [-5.20, -6.43, -1.00], [-4.95, -5.22, -0.36], [-4.75, -4.07, -1.13], [-4.82, -4.14, -2.52], [-5.07, -5.36, -3.15], [-5.26, -6.51, -2.38], [-4.91, -5.18, 0.72], [-4.54, -3.12, -0.64], [-4.67, -3.24, -3.12], [-5.13, -5.42, -4.24], [-5.45, -7.47, -2.86], [5.04, 1.78, 5.22], [5.25, 3.10, 5.09], [4.36, 3.99, 5.68], [4.57, 5.37, 5.54], [5.66, 5.83, 4.80], [6.54, 4.92, 4.20], [6.33, 3.55, 4.35], [3.52, 3.62, 6.25], [3.89, 6.07, 6.01], [5.82, 6.90, 4.68], [7.38, 5.29, 3.61], [7.01, 2.84, 3.89]],
  "mulliken_charge": [-0.949, 0.112, -0.574, -0.272, -0.101, -0.418, -0.601, 0.136, -0.314, 0.214, -0.896, -0.313, 0.212, 0.285, 0.211, -0.081, 0.304, 0.207, 0.245, 0.258, -0.328, 0.249, 0.159, 0.268, 0.135, 0.242, 0.218, 0.306, -0.261, -0.224, -0.069, -0.475, -0.389, -0.505, -0.369, 0.783, 0.361, 0.360, 0.364, 0.480, -0.317, 0.327, -0.279, -0.130, -0.725, -0.272, -0.422, 0.429, 0.319, 0.364, 0.345, 0.387, -0.333, 0.333, -0.336, -0.362, -0.520, -0.310, -0.440, 0.416, 0.427, 0.374, 0.352, 0.401, -0.333, 0.314, -0.387, -0.318, -0.430, -0.339, -0.363, 0.397, 0.351, 0.350, 0.358, 0.402]
}

3.
{
  "formula": "C31H36LaN7O5S",
  "method": "ωB97M-V with the def2-TZVPD basis set",
  "molar_mass_g_mol": 757.65,
  "e_above_lowest_kcal_mol": 26.6,
  "lumo_energy_ev": -0.47,
  "homo_lumo_gap_ha": 0.254,
  "elements": ["La", "O", "C", "C", "N", "C", "C", "O", "O", "C", "C", "O", "O", "H", "H", "H", "H", "H", "H", "H", "H", "H", "N", "C", "C", "C", "C", "C", "C", "C", "C", "N", "C", "H", "H", "H", "H", "H", "H", "H", "H", "C", "N", "C", "C", "C", "C", "C", "N", "C", "C", "C", "C", "C", "C", "H", "H", "H", "H", "H", "H", "H", "H", "H", "H", "H", "S", "C", "N", "C", "C", "C", "N", "H", "H", "H", "H", "H", "H", "H", "H"],
  "xyz": [[0.98, 0.09, -0.50], [-0.65, 1.68, -2.11], [-0.84, 3.01, -1.57], [0.50, 3.63, -1.28], [1.25, 2.83, -0.29], [2.69, 2.84, -0.61], [2.89, 2.19, -1.99], [3.48, 2.78, -2.87], [2.29, 1.03, -2.11], [0.94, 3.21, 1.09], [0.49, 2.06, 2.01], [0.51, 2.26, 3.22], [0.07, 1.01, 1.41], [-0.09, 1.77, -2.90], [-1.42, 2.88, -0.66], [-1.41, 3.62, -2.26], [0.36, 4.66, -0.93], [1.08, 3.69, -2.20], [3.23, 2.26, 0.14], [3.10, 3.85, -0.64], [0.10, 3.91, 1.10], [1.78, 3.71, 1.57], [-1.66, -0.52, -0.17], [-2.40, -1.11, -1.26], [-3.74, -1.34, -1.20], [-4.43, -1.93, -2.28], [-3.77, -2.29, -3.41], [-2.38, -2.03, -3.53], [-1.65, -2.31, -4.70], [-0.33, -1.97, -4.78], [0.27, -1.37, -3.66], [-0.36, -1.12, -2.54], [-1.69, -1.44, -2.45], [-1.70, -1.12, 0.65], [-2.10, 0.35, 0.13], [-4.28, -1.05, -0.30], [-5.50, -2.11, -2.19], [-4.29, -2.75, -4.24], [-2.15, -2.78, -5.54], [0.26, -2.16, -5.67], [1.31, -1.06, -3.70], [2.04, -3.46, -1.72], [2.17, -2.31, -0.81], [3.17, -2.40, 0.00], [3.48, -1.45, 1.00], [4.50, -1.51, 1.96], [4.38, -0.36, 2.74], [3.31, 0.35, 2.20], [2.75, -0.29, 1.16], [1.35, -4.64, -1.06], [1.94, -5.90, -1.03], [1.29, -6.97, -0.42], [0.05, -6.80, 0.15], [-0.55, -5.54, 0.13], [0.10, -4.47, -0.47], [3.02, -3.77, -2.09], [1.45, -3.17, -2.58], [3.84, -3.26, -0.07], [5.22, -2.32, 2.06], [5.00, -0.06, 3.57], [2.91, 1.29, 2.57], [2.92, -6.04, -1.48], [1.77, -7.95, -0.40], [-0.46, -7.63, 0.62], [-1.52, -5.39, 0.59], [-0.37, -3.49, -0.49], [-3.35, 2.41, 1.13], [-2.91, 3.15, 2.60], [-2.31, 2.47, 3.58], [-1.84, 3.10, 4.82], [-1.47, 4.54, 4.55], [-2.66, 5.25, 3.93], [-3.16, 4.45, 2.81], [-1.87, 1.61, 3.30], [-0.98, 2.53, 5.17], [-2.63, 3.04, 5.57], [-0.62, 4.55, 3.86], [-1.17, 5.04, 5.47], [-2.37, 6.23, 3.55], [-3.45, 5.39, 4.67], [-3.69, 4.90, 2.07]],
  "mulliken_charge": [1.827, -0.407, 0.173, -1.348, 0.683, -0.730, 0.362, -0.693, -0.607, -1.053, 0.591, -0.705, -0.649, 0.271, -0.525, 0.497, 0.451, 0.489, 0.484, 0.397, 0.337, 0.303, 0.272, 0.158, -0.186, -0.779, -0.919, 0.790, -0.750, -0.924, -0.870, 0.536, -0.222, 0.316, -0.411, 0.527, 0.406, 0.416, 0.422, 0.470, 0.633, -1.513, 0.353, -0.112, -0.014, -0.849, -1.004, -0.466, 0.553, 0.617, -0.483, -0.603, -0.429, -0.661, 0.153, 0.537, 0.107, 0.373, 0.464, 0.481, 0.441, 0.366, 0.376, 0.376, 0.406, 0.267, -0.469, 0.323, -0.110, -0.747, -0.324, -0.657, -0.178, 0.259, 0.356, 0.376, 0.088, 0.401, 0.386, 0.312, 0.212]
}

4.
{
  "formula": "C31H36N5",
  "method": "ωB97M-V with the def2-TZVPD basis set",
  "total_charge": 1,
  "molar_mass_g_mol": 478.66,
  "lumo_energy_ev": -3.79,
  "homo_lumo_gap_ha": 0.239,
  "elements": ["C", "N", "C", "C", "N", "C", "C", "C", "C", "C", "C", "C", "N", "C", "C", "H", "H", "H", "H", "H", "H", "H", "H", "H", "H", "H", "H", "H", "H", "H", "H", "H", "H", "H", "C", "N", "C", "C", "C", "C", "C", "N", "C", "C", "C", "C", "C", "C", "C", "C", "C", "C", "C", "C", "C", "H", "H", "H", "H", "H", "H", "H", "H", "H", "H", "H", "H", "H", "H", "H", "H", "H"],
  "xyz": [[-4.60, -1.13, 1.85], [-3.24, -0.82, 1.41], [-2.83, 0.57, 1.49], [-2.31, -1.78, 1.19], [-1.05, -1.39, 0.94], [-0.08, -2.40, 1.21], [1.37, -2.00, 1.19], [2.08, -1.85, 2.38], [3.42, -1.47, 2.35], [4.06, -1.27, 1.12], [3.35, -1.46, -0.07], [2.01, -1.83, -0.04], [-2.75, -3.10, 1.17], [-3.92, -3.50, 0.38], [-2.17, -4.23, 1.90], [-4.61, -2.02, 2.50], [-4.96, -0.28, 2.43], [-5.26, -1.29, 0.99], [-1.83, 0.65, 1.92], [-2.84, 1.04, 0.50], [-3.54, 1.09, 2.14], [-0.27, -2.75, 2.24], [-0.20, -3.24, 0.50], [1.57, -2.03, 3.33], [3.97, -1.32, 3.28], [5.11, -0.97, 1.09], [3.84, -1.29, -1.03], [1.44, -1.98, -0.96], [-4.17, -2.73, -0.36], [-3.67, -4.42, -0.16], [-4.77, -3.70, 1.04], [-1.77, -3.94, 2.88], [-2.97, -4.96, 2.06], [-1.38, -4.73, 1.31], [2.75, 1.80, 3.66], [2.26, 1.71, 2.30], [1.05, 1.24, 1.92], [0.97, 1.19, 0.51], [-0.11, 0.76, -0.28], [-0.37, 1.41, -1.49], [0.24, 2.60, -1.99], [-0.23, 2.88, -3.23], [0.20, 4.00, -4.06], [-1.20, 1.94, -3.59], [-1.33, 1.02, -2.52], [-2.24, -0.02, -2.63], [-3.02, -0.11, -3.80], [-2.88, 0.82, -4.84], [-1.95, 1.87, -4.75], [2.29, 1.60, 0.03], [3.05, 1.94, 1.17], [4.41, 2.24, 1.12], [5.03, 2.17, -0.14], [4.29, 1.84, -1.28], [2.92, 1.53, -1.21], [3.72, 2.30, 3.65], [2.04, 2.37, 4.27], [2.87, 0.79, 4.10], [0.26, 1.02, 2.64], [-0.81, 0.00, 0.10], [0.97, 3.23, -1.49], [-0.27, 3.89, -5.04], [-0.10, 4.95, -3.61], [1.29, 4.00, -4.17], [-2.31, -0.74, -1.81], [-3.75, -0.91, -3.89], [-3.48, 0.72, -5.74], [-1.82, 2.62, -5.53], [4.94, 2.49, 2.03], [6.10, 2.36, -0.22], [4.79, 1.80, -2.25], [2.36, 1.25, -2.09]],
  "mulliken_charge": [-1.022, 0.208, -0.545, 0.088, 0.031, -1.158, 0.240, -0.411, -0.859, -0.438, -0.513, -0.208, 0.235, -1.311, -1.093, 0.359, 0.392, 0.309, -0.029, 0.150, 0.499, 0.415, 0.363, 0.356, 0.559, 0.432, 0.433, 0.373, 0.321, 0.455, 0.402, 0.390, 0.417, 0.265, -0.945, 0.258, -1.118, 1.147, 1.075, 0.931, -1.183, 0.238, -0.908, -0.048, 0.053, -0.061, -0.843, -0.671, -1.079, 0.265, -0.233, -1.091, -0.761, -1.063, 0.206, 0.314, 0.350, 0.348, 0.472, -0.017, 0.859, 0.308, 0.326, 0.329, 0.648, 0.416, 0.393, 0.278, 0.308, 0.418, 0.383, 0.596]
}